Entry 1:
Molecular formula: C18H36BrCl18Hg
Method: DFT, ωB97M-V/def2-TZVPD

Summary:
E_HOMO (eV): -12.1
Orbital gap (eV): 8.25

```
! wB97M-V def2-TZVPD RIJCOSX def2/J DEFGRID3
* xyz 1 1
Hg 14.85 12.19 9.67
Br 12.95 11.15 10.81
Cl 16.42 14.18 15.51
C 14.91 14.42 14.72
C 14.77 13.60 13.38
Cl 16.23 13.76 12.36
H 14.85 15.52 14.51
H 14.04 14.16 15.33
H 13.92 14.15 12.82
H 14.46 12.54 13.49
Cl 16.69 13.30 8.38
C 18.28 12.95 9.16
C 18.61 11.40 9.16
Cl 17.40 10.47 10.14
H 18.39 13.41 10.17
H 18.97 13.45 8.48
H 19.51 11.37 9.70
H 18.62 11.02 8.11
Cl 15.85 7.28 10.86
C 15.15 6.14 12.01
C 14.56 6.75 13.16
Cl 12.93 7.56 12.98
H 16.02 5.59 12.44
H 14.52 5.45 11.55
H 15.11 7.65 13.46
H 14.41 6.13 14.06
Cl 10.54 5.34 8.59
C 10.48 6.59 9.92
C 11.13 7.88 9.49
Cl 10.19 8.73 8.29
H 11.02 6.10 10.69
H 9.43 6.82 10.26
H 12.06 7.54 9.15
H 11.17 8.49 10.35
Cl 13.70 13.04 6.76
C 13.09 11.41 6.17
C 13.08 10.42 7.26
Cl 14.81 10.07 7.77
H 13.68 11.12 5.32
H 12.04 11.53 5.79
H 12.65 9.48 6.92
H 12.64 10.66 8.24
Cl 8.07 15.83 9.21
C 7.25 14.35 8.83
C 8.14 13.40 8.05
Cl 9.32 12.57 9.12
H 6.39 14.58 8.21
H 6.79 13.90 9.73
H 8.72 13.98 7.28
H 7.49 12.71 7.55
Cl 13.84 15.18 10.39
C 12.07 15.26 9.87
C 11.16 15.72 11.04
Cl 11.09 14.58 12.42
H 11.78 14.29 9.46
H 12.01 16.07 9.15
H 10.17 15.79 10.60
H 11.37 16.65 11.48
Cl 18.60 9.98 13.57
C 18.07 11.13 14.79
C 17.05 10.63 15.82
Cl 15.53 10.08 14.99
H 17.55 11.96 14.32
H 18.98 11.38 15.35
H 16.79 11.39 16.51
H 17.40 9.84 16.44
Cl 11.52 8.19 15.82
C 10.69 9.40 16.82
C 9.21 9.65 16.43
Cl 8.94 10.91 15.22
H 11.14 10.39 16.70
H 10.78 9.04 17.84
H 8.58 9.82 17.31
H 8.83 8.66 16.05
*
```

Here are the Löwdin charges for atoms 1 to 8, given in e: 0.486 0.051 0.622 -0.667 -0.647 0.496 0.082 0.082


Entry 2:
Molecular formula: C18H36N6OS
Method: DFT, ωB97M-V/def2-TZVPD

Summary:
E_HOMO (alpha / beta) (eV): -11.6 / -11.5
Expectation value of S²: 0.757
Orbital gap (alpha / beta) (eV): 7.50 / 2.69

```
! wB97M-V def2-TZVPD RIJCOSX def2/J DEFGRID3
* xyz 1 2
C 4.50 2.97 -0.95
C 2.99 2.73 -0.79
N 2.30 3.46 -1.91
C 2.61 2.71 -3.17
C 1.91 3.16 -4.51
C 0.85 3.31 -1.78
C 0.13 3.88 -0.34
H 4.79 3.85 -1.52
H 5.03 2.11 -1.37
H 4.86 3.29 0.02
H 2.78 1.66 -0.75
H 2.70 3.30 0.10
H 3.67 2.87 -3.38
H 2.45 1.66 -2.94
H 0.87 2.84 -4.54
H 2.04 4.24 -4.55
H 2.50 2.68 -5.30
H 0.56 2.26 -1.87
H 0.41 3.86 -2.61
H 0.16 3.22 0.53
H -0.93 3.98 -0.56
H 0.55 4.81 0.06
C 1.10 -2.51 4.60
C 0.07 -3.30 5.32
N -0.79 -3.92 5.82
H 1.79 -1.93 5.21
H 0.72 -1.80 3.86
H 1.52 -3.29 3.97
C 0.83 -4.43 -3.35
C 1.31 -3.10 -2.95
N 1.60 -2.03 -2.61
H 1.70 -5.09 -3.29
H 0.44 -4.60 -4.35
H 0.10 -4.78 -2.62
C -2.23 -5.45 0.67
C -2.43 -6.91 0.61
N -2.63 -8.10 0.62
H -1.42 -5.26 1.38
H -3.21 -5.04 0.93
H -1.82 -5.20 -0.31
C -3.20 0.59 2.83
C -2.96 0.25 4.20
N -2.76 0.04 5.38
H -2.28 0.92 2.35
H -3.80 1.50 2.85
H -3.67 -0.24 2.31
C -4.12 3.32 0.23
C -5.08 2.23 0.65
N -5.85 1.51 0.94
H -3.13 2.95 0.51
H -4.24 4.20 0.87
H -4.24 3.57 -0.82
C -0.44 -0.03 0.27
S -0.73 -1.87 0.40
O -1.62 -2.01 1.59
C 0.98 -2.42 0.77
H -1.33 0.60 0.22
H 0.17 0.10 -0.62
H 0.15 0.33 1.11
H 0.68 -3.30 1.33
H 1.50 -1.70 1.40
H 1.56 -2.67 -0.13
*
```

Here are the Löwdin charges for atoms 1 to 8, given in e: -0.095 -0.248 -0.180 -0.256 -0.067 -0.205 -0.046 0.080


Entry 3:
Molecular formula: C18H36NO21S3
Method: DFT, ωB97M-V/def2-TZVPD

Summary:
E_HOMO (eV): -6.4
Orbital gap (eV): 8.25

```
! wB97M-V def2-TZVPD RIJCOSX def2/J DEFGRID3
* xyz -1 1
N -0.37 -0.65 0.06
O -1.19 0.11 0.58
O 0.02 -0.53 -1.15
O 0.15 -1.62 0.71
O -0.62 -3.37 -6.20
S 0.48 -3.65 -5.44
O 1.48 -2.76 -4.94
O -0.12 -4.13 -3.95
C -0.88 -3.15 -3.31
C -1.17 -3.52 -1.73
C 1.30 -5.10 -5.93
H -1.96 -2.87 -3.60
H -0.40 -2.24 -3.22
H -1.57 -2.62 -1.32
H -0.37 -3.73 -0.96
H -1.80 -4.18 -1.80
H 0.64 -6.11 -5.77
H 2.25 -5.23 -5.36
H 1.49 -5.19 -7.12
O 1.39 -2.84 4.84
S 1.38 -1.94 6.03
O 2.49 -1.28 6.50
O 0.30 -0.81 5.39
C 1.03 0.06 4.56
C 0.09 0.92 3.70
C 0.53 -2.54 7.44
H 1.63 -0.58 3.93
H 1.77 0.83 5.11
H -0.71 1.43 4.05
H -0.25 0.21 2.98
H 0.68 1.62 3.02
H 1.10 -3.48 7.66
H -0.38 -2.77 7.04
H 0.46 -1.75 8.36
O -4.24 4.31 3.09
S -3.04 3.66 3.39
O -2.20 4.16 4.48
O -3.62 2.16 3.96
C -4.75 1.73 3.29
C -4.94 0.19 3.75
C -2.10 3.17 1.89
H -4.80 1.67 2.21
H -5.57 2.37 3.63
H -5.85 -0.34 3.47
H -4.88 0.13 4.96
H -4.14 -0.39 3.37
H -2.77 3.26 1.10
H -1.89 2.07 2.26
H -1.48 3.95 1.79
C -1.62 1.87 -3.66
C -1.22 2.09 -2.18
O -1.57 3.37 -1.94
C -2.14 3.91 -2.96
O -2.57 5.00 -3.02
O -2.12 3.11 -4.02
H -2.30 1.01 -3.53
H -0.67 1.96 -4.26
H -0.18 1.78 -2.26
H -1.63 1.40 -1.64
C 4.14 1.08 0.04
C 2.66 0.83 0.49
O 2.62 1.58 1.72
C 3.77 1.89 2.11
O 4.06 2.15 3.33
O 4.67 1.90 1.10
H 4.51 1.71 -0.79
H 4.47 0.11 0.03
H 2.43 -0.25 0.39
H 1.89 1.20 -0.14
C 2.17 0.36 -3.87
C 3.73 0.45 -4.11
O 3.80 0.10 -5.50
C 2.64 0.19 -6.11
O 2.34 0.07 -7.28
O 1.67 0.30 -5.12
H 1.83 1.29 -3.23
H 1.58 -0.36 -3.20
H 4.28 -0.27 -3.36
H 4.16 1.51 -3.85
*
```

Here are the Löwdin charges for atoms 1 to 8, given in e: -0.581 -0.032 -0.095 -0.068 -0.219 0.559 -0.264 -0.251


Entry 4:
Molecular formula: C18H36O24S3
Method: DFT, ωB97M-V/def2-TZVPD

Summary:
E_HOMO (eV): -11.0
SMILES: O=S1(=O)OCCO1.O=S1(=O)OCCO1.O=S1(=O)OCCO1.COC(=O)OC.COC(=O)OC.COC(=O)OC.COC(=O)OC
Orbital gap (eV): 10.87

```
! wB97M-V def2-TZVPD RIJCOSX def2/J DEFGRID3
* xyz 0 1
O 15.55 19.37 14.89
S 15.98 19.37 16.28
O 16.97 20.42 16.61
O 14.70 19.36 17.30
C 14.04 18.06 17.35
C 15.15 17.06 16.93
O 16.30 17.89 16.85
H 13.58 17.80 18.30
H 13.27 18.07 16.59
H 14.88 16.73 15.93
H 15.32 16.25 17.64
O 8.06 10.76 18.46
S 8.99 11.87 18.26
O 8.88 13.12 19.09
O 10.51 11.33 18.37
C 10.86 10.65 17.09
C 10.21 11.59 15.97
O 9.21 12.28 16.65
H 11.94 10.62 16.95
H 10.51 9.64 16.93
H 9.79 10.90 15.24
H 10.87 12.34 15.53
O 9.75 18.10 20.89
S 8.67 17.12 20.83
O 8.22 16.46 22.09
O 7.39 17.76 19.96
C 6.75 16.83 19.11
C 7.62 15.60 19.15
O 8.86 16.00 19.68
H 5.81 16.62 19.61
H 6.63 17.25 18.11
H 7.64 15.00 18.25
H 7.15 14.94 19.88
C 16.87 10.93 16.65
O 16.88 10.33 15.47
C 16.42 9.13 15.32
O 16.22 8.34 16.18
O 16.33 8.90 14.03
C 15.88 7.54 13.67
H 17.42 10.44 17.45
H 15.92 11.23 17.10
H 17.34 11.91 16.53
H 14.80 7.42 13.81
H 16.38 6.81 14.29
H 16.23 7.38 12.65
C 16.14 15.60 23.10
O 15.42 14.44 22.67
C 14.94 14.39 21.44
O 15.00 15.29 20.60
O 14.43 13.09 21.20
C 13.63 12.78 20.07
H 16.41 15.49 24.15
H 15.59 16.52 22.90
H 17.03 15.69 22.49
H 13.27 11.76 20.17
H 14.23 13.04 19.19
H 12.80 13.48 19.97
C 15.56 13.99 9.06
O 14.50 14.68 9.71
C 14.29 14.62 10.99
O 14.87 14.01 11.77
O 13.32 15.51 11.23
C 12.91 15.73 12.57
H 15.52 12.90 9.03
H 16.36 14.23 9.76
H 15.82 14.30 8.05
H 12.65 14.83 13.13
H 12.02 16.35 12.50
H 13.66 16.25 13.18
C 14.42 12.68 15.33
O 13.49 12.94 16.34
C 12.88 14.08 16.39
O 13.04 15.06 15.69
O 12.17 14.04 17.55
C 11.39 15.20 17.77
H 14.58 11.60 15.38
H 15.24 13.36 15.57
H 14.07 12.90 14.33
H 10.37 15.04 17.41
H 11.72 16.21 17.55
H 11.18 15.28 18.84
*
```

Here are the Löwdin charges for atoms 1 to 8, given in e: -0.252 0.721 -0.239 -0.217 -0.146 -0.163 -0.217 0.127


Entry 5:
Molecular formula: C18H36O36S9
Method: DFT, ωB97M-V/def2-TZVPD

Summary:
E_HOMO (eV): -10.9
Orbital gap (eV): 11.08

```
! wB97M-V def2-TZVPD RIJCOSX def2/J DEFGRID3
* xyz 0 1
C 8.52 15.40 12.93
C 7.19 14.88 12.35
O 7.43 14.88 10.93
S 8.88 14.28 10.63
O 9.52 14.88 9.47
O 8.90 12.87 10.81
O 9.49 15.13 11.90
H 8.76 14.92 13.85
H 8.44 16.54 13.02
H 6.26 15.35 12.68
H 7.02 13.81 12.54
C 18.85 12.32 7.85
C 17.50 12.06 8.50
O 17.72 12.12 10.00
S 19.28 11.84 10.29
O 19.48 10.38 10.28
O 19.84 12.65 11.38
O 19.83 12.44 8.88
H 18.70 13.20 7.31
H 19.08 11.66 7.05
H 17.07 11.15 8.27
H 16.84 12.89 8.37
C 19.29 14.21 15.37
C 18.80 13.18 14.31
O 18.04 13.99 13.38
S 17.55 15.41 14.04
O 16.12 15.32 14.10
O 18.20 16.50 13.39
O 18.15 15.07 15.44
H 20.19 14.83 15.19
H 19.42 13.75 16.32
H 18.16 12.45 14.70
H 19.61 12.67 13.79
C 13.27 10.80 18.52
C 13.47 9.29 18.47
O 13.79 9.07 17.12
S 14.55 10.26 16.46
O 13.83 10.62 15.25
O 15.96 10.07 16.33
O 14.25 11.32 17.63
H 13.49 11.26 19.48
H 12.23 10.91 18.10
H 12.61 8.71 18.69
H 14.28 8.94 19.09
C 11.26 9.67 7.82
C 12.49 10.04 7.09
O 13.43 9.04 7.33
S 12.65 7.60 7.17
O 13.07 6.68 8.19
O 12.49 7.25 5.76
O 11.24 8.21 7.62
H 10.40 10.13 7.37
H 11.18 9.85 8.89
H 12.90 10.99 7.34
H 12.34 10.07 6.01
C 10.39 9.84 12.36
C 11.04 9.81 13.75
O 12.02 8.84 13.78
S 12.09 8.02 12.36
O 11.37 6.82 12.47
O 13.40 8.06 11.85
O 11.27 9.10 11.57
H 10.38 10.86 11.85
H 9.40 9.40 12.44
H 10.20 9.65 14.44
H 11.62 10.67 14.09
C 15.90 15.56 10.02
C 17.49 15.62 9.95
O 17.86 16.47 8.90
S 16.89 16.07 7.72
O 17.26 14.82 7.14
O 16.75 17.21 6.92
O 15.60 15.74 8.53
H 15.36 16.40 10.53
H 15.50 14.61 10.34
H 17.91 14.60 9.82
H 18.01 16.02 10.87
C 15.32 9.99 11.94
C 15.68 9.62 10.50
O 15.07 10.76 9.72
S 14.12 11.63 10.50
O 12.85 11.54 9.88
O 14.66 12.90 10.92
O 14.08 10.68 11.79
H 15.98 10.70 12.46
H 15.15 9.12 12.64
H 15.28 8.68 10.07
H 16.74 9.78 10.30
C 13.49 13.78 14.08
C 12.30 13.07 13.43
O 11.19 13.37 14.22
S 11.60 13.71 15.69
O 11.22 12.66 16.62
O 11.20 15.04 15.86
O 13.17 13.60 15.50
H 13.52 14.85 13.86
H 14.45 13.26 13.88
H 12.40 11.99 13.41
H 11.99 13.31 12.39
*
```

Here are the Löwdin charges for atoms 1 to 8, given in e: -0.141 -0.151 -0.210 0.658 -0.224 -0.235 -0.217 0.111


Entry 6:
Molecular formula: C18H37AlBrO11
Method: DFT, ωB97M-V/def2-TZVPD

Summary:
E_HOMO (eV): -5.1
Orbital gap (eV): 6.91

```
! wB97M-V def2-TZVPD RIJCOSX def2/J DEFGRID3
* xyz -1 1
C 6.01 4.25 -1.83
C 4.97 5.38 -1.68
O 5.63 6.65 -1.68
C 3.95 5.37 -2.81
Al 2.66 6.93 -2.90
Br 1.77 7.03 -5.14
C 1.09 6.70 -1.66
C 0.44 5.36 -1.94
C 1.02 4.14 -1.33
O -0.23 4.67 -0.87
H 6.97 4.65 -2.17
H 5.70 3.53 -2.59
H 6.19 3.72 -0.89
H 4.46 5.24 -0.72
H 6.55 6.51 -1.44
H 4.52 5.40 -3.74
H 3.43 4.40 -2.80
H 3.40 8.32 -2.57
H 0.31 7.46 -1.79
H 1.40 6.65 -0.62
H 0.01 5.23 -2.93
H 0.91 3.27 -1.98
H 1.84 4.26 -0.64
C -2.55 2.90 -1.20
C -3.91 2.26 -1.03
O -4.06 1.08 -1.84
C -3.50 -0.02 -1.36
O -2.91 -0.14 -0.32
O -3.69 -1.01 -2.24
C -3.08 -2.25 -1.88
H -2.35 3.10 -2.25
H -2.49 3.84 -0.66
H -1.75 2.25 -0.83
H -4.69 2.93 -1.37
H -4.11 2.01 0.02
H -3.38 -2.55 -0.88
H -2.00 -2.17 -1.93
H -3.43 -2.98 -2.60
C -0.33 -0.36 1.38
C -0.66 -1.78 1.76
O 0.49 -2.51 2.23
C 0.86 -2.28 3.48
O 0.32 -1.55 4.27
O 1.94 -3.02 3.73
C 2.49 -2.84 5.04
H 0.48 -0.34 0.65
H -1.22 0.10 0.94
H -0.01 0.23 2.25
H -1.01 -2.33 0.89
H -1.45 -1.82 2.52
H 1.72 -2.98 5.80
H 2.93 -1.85 5.13
H 3.26 -3.60 5.16
C -3.26 -9.25 0.82
C -3.52 -7.86 0.27
O -3.37 -6.85 1.28
C -2.11 -6.51 1.55
O -1.12 -6.95 1.02
O -2.13 -5.59 2.51
C -0.83 -5.15 2.94
H -3.89 -9.44 1.69
H -3.48 -10.00 0.06
H -2.22 -9.36 1.13
H -4.55 -7.77 -0.07
H -2.87 -7.64 -0.57
H -0.23 -4.83 2.10
H -0.33 -5.95 3.49
H -1.01 -4.31 3.61
*
```

Here are the Löwdin charges for atoms 1 to 8, given in e: -0.065 -0.512 -0.094 -0.248 -0.044 0.053 -0.240 -0.399